(1)
Entry from OMol25: a cluster of 2 separate species, C4H6ClFO2S2 in total (ωB97M-V/def2-TZVPD).

Values from the calculation:
SMILES = OC(=S)C(O)=S.C[C@H](F)Cl
Molecular weight = 204.68 g mol⁻¹
HOMO energy = -0.327 Eh

```
16
Properties=species:S:1:pos:R:3:forces:R:3:mulliken_charge:R:1
C -0.99030 1.47320 1.71762 -0.053 0.018 -0.027 -0.995
H -0.97624 0.38784 1.84292 0.008 0.097 0.011 0.211
F 0.44027 1.34093 -0.14201 0.185 0.358 0.278 -0.195
H 2.04131 -1.38201 -0.56312 -0.114 0.113 -0.070 0.364
C -1.00799 -0.70854 -1.30734 0.227 0.138 -0.411 0.305
H -1.82404 1.74829 1.06315 0.111 -0.032 0.084 0.284
H -1.12728 1.94510 2.69384 0.052 -0.061 -0.156 0.394
Cl 1.70690 1.48155 2.09077 -0.007 -0.041 -0.053 -0.189
S -0.00309 -2.41659 0.63147 -0.066 0.173 -0.152 -0.333
C 0.17811 -1.34439 -0.59273 -0.005 -0.013 -0.050 0.353
S -0.84076 0.35372 -2.51973 -0.155 -0.427 0.066 -0.242
C 0.29877 1.92948 1.08187 -0.203 0.291 0.341 0.235
O 1.33541 -0.93907 -1.06539 0.089 -0.371 0.023 -0.356
H 0.35418 3.01322 0.94996 0.017 -0.192 -0.023 0.283
O -2.18307 -1.10103 -0.85027 -0.127 -0.215 0.380 -0.420
H -2.03657 -1.73878 -0.11091 0.041 0.162 -0.242 0.299
```
Positions in Å, forces in eV/Å.

***

(2)
Entry from OMol25: a structure of composition C18H20Cl2N4O3 at a distorted geometry (ωB97M-V/def2-TZVPD).

Values from the calculation:
Molecular weight = 411.29 g mol⁻¹
HOMO energy = -0.303 Eh

```
47
Properties=species:S:1:pos:R:3:forces:R:3:mulliken_charge:R:1
Cl 3.17293 -2.78503 -1.19902 0.972 0.417 -0.931 -0.157
H -1.23975 -1.86169 -2.08630 -6.604 -4.181 1.324 0.119
C 1.74959 1.02892 -1.18864 5.027 9.270 -4.288 0.129
H 0.96107 -4.27169 -0.14920 0.065 -2.030 -1.881 0.591
C 4.61455 2.81002 -0.91119 0.748 -1.663 -2.930 -1.553
H 4.89387 3.47699 -0.23109 1.099 3.290 2.474 0.407
C -1.24937 1.59550 -0.10198 6.195 -5.476 -0.601 -0.697
C 1.04131 -3.33087 0.24505 0.208 1.645 2.168 -1.006
H -4.86416 -1.41436 -1.17516 0.126 -0.557 -0.608 0.393
O 4.86621 0.91823 0.66112 6.439 1.228 0.530 -0.178
H -2.69475 -0.74980 -2.33736 0.042 2.925 1.588 0.247
C 2.04199 -2.38202 -0.04907 -2.484 -0.409 5.066 0.714
H -0.54229 -3.92184 1.48419 0.037 -0.208 0.682 0.423
H -1.74025 2.46722 -0.30430 -0.747 2.350 -1.019 0.672
C -2.54140 0.17057 -1.52734 -5.530 -0.629 -2.305 -1.149
C -1.83123 2.21779 2.19534 -0.962 -6.905 1.403 -1.245
H -1.41934 0.01357 1.44711 0.992 -0.496 0.211 0.155
H -0.00883 1.58914 0.19064 -3.866 0.929 -1.011 0.033
C -4.73779 -0.71417 -0.37755 -0.576 5.102 -7.517 -1.768
Cl 1.40956 0.16490 2.74617 1.604 9.228 6.082 -0.261
N 4.33945 -0.27143 0.96930 2.875 -0.448 3.532 -0.598
H 3.91373 3.08252 -1.65437 -1.987 0.645 0.339 0.360
N 1.01543 0.01411 -1.25713 -3.110 -4.116 -1.146 0.014
C 4.27514 1.57563 -0.29970 -3.543 -1.088 0.142 0.432
C 3.12171 0.94469 -0.42949 -6.512 -4.115 0.149 0.555
C 2.08548 -1.37780 1.01387 9.342 0.301 -12.252 -0.039
O 1.71782 2.23345 -1.94440 -0.832 -5.510 3.378 -0.826
O -3.21667 0.48175 0.75187 0.039 5.412 6.044 -0.392
C 1.17897 -0.98763 1.80076 -3.748 -4.016 0.816 2.186
C -0.23804 -0.27501 -1.74596 2.883 13.072 7.441 0.012
C 0.25212 -1.83066 2.20437 -2.051 -8.838 -4.076 -1.426
N -0.56403 -1.30554 -2.23346 7.849 -7.459 -6.839 -0.186
C 0.26107 -3.21004 1.38895 -0.920 5.095 1.104 -0.697
H 0.33037 -1.86054 -2.44396 -1.756 0.693 0.131 0.398
C 3.20993 -0.23683 0.50632 -5.734 -0.812 -1.743 -0.420
H -2.81224 -1.42636 0.12370 -0.557 1.364 -0.185 -0.044
C -3.37565 -0.40900 -0.12346 5.342 -4.028 -5.322 1.093
H 5.34832 2.66522 -1.66135 2.044 -0.311 -0.180 0.367
H -2.43061 1.68070 3.03734 0.247 1.629 -1.332 0.312
H -5.24792 -1.02588 0.36048 -3.579 -2.047 5.730 0.607
H -2.34968 2.91461 1.62682 -0.520 2.019 -0.047 0.498
H -5.27402 0.33462 -0.82838 1.219 -2.739 1.358 0.239
H -0.85961 2.28537 2.71744 -0.229 0.688 -1.282 0.289
H -0.34049 -1.78747 3.05191 -1.079 0.471 1.345 0.610
C -1.88563 0.89244 1.06868 -0.077 2.730 0.428 0.339
N -1.24444 0.64187 -1.48331 1.406 0.739 3.470 0.164
H -3.09245 1.23582 -1.84825 0.201 -3.162 0.561 0.285
```
Positions in Å, forces in eV/Å.

***

(3)
Entry from OMol25: a cluster of 2 separate species, C3H4O in total at a distorted geometry (ωB97M-V/def2-TZVPD).

Values from the calculation:
SMILES = C1=CC=1.O
Molecular weight = 56.06 g mol⁻¹
HOMO energy = -0.317 Eh
Energy above the lowest of the compared OMol25 structures with the same formula, charge and spin = 4.0668 eV

```
8
Properties=species:S:1:pos:R:3:forces:R:3:mulliken_charge:R:1
H 1.62859 0.06965 1.43054 -0.863 -0.488 0.079 0.341
C 0.98665 -0.19230 0.58323 1.455 1.156 -0.814 -0.135
C 0.88505 0.23629 -0.68019 0.572 -0.359 1.380 -0.031
H -1.83984 0.26835 -0.62990 -0.112 -0.393 0.343 0.338
H 1.33345 1.02262 -1.28981 -0.639 -0.478 -0.188 0.355
H -1.45378 0.04620 0.82328 0.021 0.248 0.478 0.338
C 0.32651 -1.06011 -0.32250 0.609 -0.133 -0.687 -0.576
O -1.86664 -0.39071 0.08535 -1.042 0.447 -0.592 -0.630
```
Positions in Å, forces in eV/Å.

***

(4)
Entry from OMol25: the molecule C7H10N3OP at a distorted geometry (ωB97M-V/def2-TZVPD).

Values from the calculation:
SMILES = CCO/C=N/C=[PH]=C/N=C/C#N
Molecular weight = 183.15 g mol⁻¹
HOMO energy (spin up / spin down) = -0.270 / -0.279 Eh
Energy above the lowest of the compared OMol25 structures with the same formula, charge and spin = 2.8306 eV

```
22
Properties=species:S:1:pos:R:3:forces:R:3:mulliken_charge:R:1
N -0.11229 -3.72552 0.02745 -0.632 -0.272 -0.138 -0.458
O -1.43218 0.65897 1.07647 1.770 -0.655 0.384 -0.359
C 1.69415 1.75710 -0.04857 1.433 0.536 -0.767 -0.294
C 3.35047 -0.68842 -0.51828 0.550 0.297 0.186 -0.115
C -2.74535 0.60097 0.63637 -1.693 2.105 -1.265 -0.245
H -3.96314 -0.81825 -0.68473 -1.833 -0.242 0.918 0.418
H 4.00687 1.49562 -0.94766 0.122 0.646 -0.065 0.027
H 1.12682 -1.01913 1.27804 0.151 -0.409 -0.203 0.498
H -2.84253 0.11129 -1.39517 0.484 -0.136 -0.336 0.285
H 4.34332 -1.04769 -1.00586 -1.723 0.737 0.912 0.356
C -3.02159 -0.41645 -0.45662 1.919 1.499 -1.838 -1.023
H -3.06003 1.72336 0.35053 0.233 -2.519 0.509 0.298
C -0.55872 1.36911 0.36645 0.533 -0.417 -0.219 -0.209
H 1.51744 2.77352 -0.28226 0.594 1.356 -0.580 0.454
H -3.25181 0.26424 1.47927 -1.212 0.030 1.691 0.272
P 3.30143 1.02401 0.16276 0.979 -0.243 -0.449 -0.082
N 0.69710 1.10743 0.38994 -2.397 -2.499 2.020 -0.108
C 0.48541 -2.75624 0.18664 0.154 -0.588 -0.128 0.320
H -2.34689 -1.25060 -0.45089 0.546 -0.382 0.374 0.257
C 1.35573 -1.69836 0.44396 0.961 1.781 0.418 -0.223
H -0.96942 2.07086 -0.29877 -0.750 1.202 -0.917 0.388
N 2.42519 -1.53583 -0.30909 -0.187 -1.828 -0.508 -0.456
```
Positions in Å, forces in eV/Å.

***

(5)
Entry from OMol25: a cluster of 2 separate species, C5H8O2 in total (ωB97M-V/def2-TZVPD).

Values from the calculation:
SMILES = CC(O)=C=O.C=C
Molecular weight = 100.12 g mol⁻¹
HOMO energy = -0.312 Eh
Energy above the lowest of the compared OMol25 structures with the same formula, charge and spin = 2.7142 eV

```
15
Properties=species:S:1:pos:R:3:forces:R:3:mulliken_charge:R:1
C -0.48635 1.31725 -0.15276 -0.395 0.291 0.277 0.653
H 1.42635 1.21580 -2.73147 -0.134 0.004 0.022 0.287
C 0.40631 0.96925 -2.41824 -0.009 0.022 -0.086 -1.051
H -1.91143 -1.36215 1.53874 0.133 0.022 0.080 0.243
C -1.06401 -0.88733 2.02729 0.150 -0.089 0.031 -0.581
O -1.29897 1.86689 0.49135 0.669 -0.373 -0.498 -0.406
H 0.08175 0.08319 -2.97815 0.059 0.105 0.083 0.249
O 1.40047 -0.06473 -0.39367 -0.044 -0.177 -0.019 -0.505
H 0.34331 -2.38883 1.54188 -0.060 0.118 0.076 0.360
C 0.14839 -1.43089 2.02201 -0.189 0.016 0.063 -0.545
H -0.24756 1.80391 -2.68955 0.071 -0.131 0.033 0.334
H 1.06398 -0.96951 -0.32855 0.098 0.147 0.065 0.304
H -1.25807 0.06604 2.51166 0.042 -0.164 -0.058 0.293
C 0.39901 0.72700 -0.93813 -0.247 0.269 -0.011 0.140
H 0.99682 -0.94587 2.49760 -0.143 -0.061 -0.059 0.224
```
Positions in Å, forces in eV/Å.

***

(6)
Entry from OMol25: the ion C4H7FO with charge +2 at a distorted geometry (ωB97M-V/def2-TZVPD).

Values from the calculation:
Total charge = +2
Molecular weight = 90.10 g mol⁻¹
HOMO energy (spin up / spin down) = -0.820 / -0.820 Eh

```
13
Properties=species:S:1:pos:R:3:forces:R:3:mulliken_charge:R:1
O -0.99510 -1.60088 -1.09881 0.981 0.833 0.320 0.075
C 0.69274 0.70710 -0.18452 -1.336 0.908 2.174 0.028
H 1.18595 1.53194 0.60266 -1.519 0.939 -0.834 0.446
F -0.42940 -2.77386 -0.63568 -0.229 -0.874 0.421 -0.009
H -1.02209 0.76930 -1.81330 0.116 0.470 0.388 0.382
H -1.55443 1.25780 -0.02327 0.460 0.414 -0.689 0.311
H -0.79735 -0.75166 1.04827 -0.595 -0.971 -4.114 0.528
H 1.28135 1.12878 -1.00146 0.850 0.597 0.197 0.487
H 1.68890 0.44263 1.80296 0.175 0.618 -0.057 0.359
C -0.91352 0.68987 -0.72407 0.879 -1.424 0.911 -0.305
C -0.84029 -0.67948 -0.24351 -3.395 -0.410 1.775 0.070
H 0.84774 -0.91000 1.12746 -1.744 0.105 1.897 0.474
C 0.85551 0.18846 1.14327 5.357 -1.204 -2.391 -0.847
```
Positions in Å, forces in eV/Å.

***

- What is the formula in the fifth record?
  C5H8O2